[1]
Molecular formula: C6H10O3Yb
Method: DFT, the ωB97M-V functional and the def2-TZVPD basis

Last column: natural (NBO) charge in e.
Positions of all 20 atoms, in Å:
O: -1.79443 1.00541 0.81397  -0.464
C: -1.16493 0.53113 -0.05598  0.834
O: -1.72088 0.61838 -1.44311  -0.815
C: -0.54197 0.76365 -2.34343  -0.075
C: 0.65650 0.77542 -1.38593  -0.414
C: 0.16297 -0.07369 -0.20965  -0.349
C: 0.99035 -0.05562 1.06163  -0.426
C: 0.44862 -0.96771 2.16301  -0.054
O: 1.51191 -1.76918 2.61045  -0.703
H: -0.47000 -0.09121 -3.00637  0.216
H: -0.68101 1.68393 -2.89435  0.227
H: 1.53332 0.38417 -1.88146  0.277
H: 0.83430 1.79544 -1.05873  0.240
H: 0.06425 -1.09239 -0.58650  0.262
H: 1.99837 -0.37144 0.81898  0.268
H: 1.05585 0.96937 1.41877  0.231
H: -0.37762 -1.57671 1.78179  0.141
H: 0.04102 -0.36360 2.97215  0.187
H: 1.19328 -2.60838 2.95467  0.490
Yb: -3.73992 0.44304 -1.72991  1.927

Summary:
lowest unoccupied orbital energy	-9.951	eV
net charge	+2
HOMO	-0.5743	Ha
maximum force	0.04534	hartree/bohr



[2]
Molecular formula: C4H30NO13S
Method: DFT, the ωB97M-V functional and the def2-TZVPD basis

Last column: natural (NBO) charge in e.
Positions of all 49 atoms, in Å:
C: -2.48978 -0.15777 -1.78894  -0.416
N: -2.23249 -1.04538 -0.66795  -0.625
C: -0.78260 -1.46318 -0.69117  -0.181
C: -0.48296 -2.53225 0.37440  -0.542
S: -1.58695 -3.93432 0.13132  -0.112
C: 0.21589 -0.33556 -0.60034  0.797
O: -0.13292 0.67829 0.04778  -0.810
O: 1.37205 -0.33769 -1.15294  -0.848
H: -3.49710 -0.02691 -2.00361  0.191
H: -2.11443 -0.77264 -2.64928  0.182
H: -1.97250 0.82085 -1.71303  0.195
H: -2.34907 -0.45410 0.17987  0.369
H: -0.75760 -1.79027 -1.78866  0.218
H: 0.47206 -3.00354 0.39042  0.255
H: -0.51916 -2.01787 1.36966  0.202
H: -2.74085 -3.13191 -0.35723  0.189
H: -0.91591 2.56880 0.39395  0.511
H: -1.71464 3.31994 1.31033  0.478
O: -1.70197 3.07774 0.34846  -0.951
H: 2.31811 2.76509 2.07975  0.491
H: 3.62080 2.14964 2.49528  0.456
O: 2.84701 2.59719 2.88148  -0.981
H: -4.64267 1.95631 0.31292  0.460
H: -3.20655 2.39698 0.63078  0.489
O: -4.02124 2.03330 1.00990  -0.985
H: -1.69880 0.41196 3.84405  0.468
H: -2.12360 -0.75756 3.08772  0.471
O: -1.82116 -0.55914 4.00373  -0.937
H: -1.11796 4.26946 -0.99287  0.490
H: 0.21834 4.76898 -0.25583  0.487
O: -0.36907 4.86564 -1.02314  -0.986
H: 1.93977 2.56542 -0.13053  0.518
H: 0.81213 2.01056 0.86857  0.504
O: 1.37521 2.79654 0.62345  -1.025
H: 3.01617 0.60925 -0.49441  0.491
H: 2.75892 1.20336 -1.90449  0.492
O: 3.21056 1.36727 -1.05617  -0.971
H: 2.44708 -1.72705 -0.77225  0.499
H: 2.35080 -2.50974 0.59458  0.451
O: 2.44844 -2.61151 -0.34582  -0.970
H: 1.86106 -1.16986 2.45180  0.463
H: 0.90977 -0.80612 3.65789  0.485
O: 1.81513 -1.02588 3.41373  -0.946
H: 2.45087 -1.70272 -3.78635  0.462
H: 2.51163 -1.17518 -2.40197  0.480
O: 3.07935 -1.56799 -3.06939  -0.956
H: -0.53681 -4.26796 -2.36172  0.488
H: 1.04871 -4.00402 -1.92027  0.500
O: 0.42895 -4.34445 -2.57347  -0.992

Summary:
lowest unoccupied orbital energy	2.335	eV
net charge	-1
energy relative to the best compared isomer or geometry (same formula, charge and spin)	152.2	kJ/mol
HOMO	-0.2445	Ha
maximum force	0.05531	hartree/bohr



[3]
Molecular formula: C20H18BN4O4Rh
Method: DFT, the ωB97M-V functional and the def2-TZVPD basis

Last column: Löwdin spin population.
Positions of all 48 atoms, in Å:
Rh: 0.24333 0.13104 0.24252  2.532
C: 3.32167 0.52650 -2.21692  0.001
C: 2.15402 -0.34522 -2.50441  0.012
N: 1.08976 -0.48401 -1.73592  0.088
C: 0.24726 -1.38302 -2.34466  0.005
C: 0.81617 -1.78619 -3.51880  0.001
N: 2.01451 -1.12373 -3.59178  0.005
C: 0.43059 -2.71594 -4.61346  0.000
O: -0.73090 -3.29741 -4.50064  0.001
O: 1.19668 -2.87394 -5.53739  0.001
C: -1.04687 -1.77746 -1.69672  0.011
O: -1.80584 -2.53634 -2.31061  0.019
O: -1.25895 -1.29210 -0.54030  0.138
H: 3.15163 1.04150 -1.27521  0.000
H: 3.46420 1.26293 -3.00841  0.000
H: 4.23562 -0.06298 -2.13957  0.000
H: 2.65103 -1.24589 -4.36604  0.001
H: -1.21535 -3.01646 -3.65591  0.001
B: 2.26446 -1.42542 4.10517  0.017
C: 1.69319 -1.00651 2.74876  0.073
N: 1.31195 -0.67458 1.69958  0.121
H: 1.86205 -0.64955 4.93289  0.005
H: 3.46372 -1.41078 3.95696  0.006
H: 1.93117 -2.55755 4.35019  0.007
N: -0.63610 1.88226 0.22512  0.682
C: -1.73465 2.40492 0.57386  0.128
C: -1.98225 3.84550 0.32202  0.035
C: -2.65597 4.61386 1.26910  0.006
C: -2.78745 5.97965 1.08035  0.002
C: -2.26929 6.57844 -0.05917  0.004
C: -1.61380 5.81249 -1.01363  0.001
C: -1.46025 4.45128 -0.81973  0.009
C: -2.79913 1.58769 1.21791  0.043
C: -2.46597 0.61126 2.15711  0.017
C: -3.44120 -0.21006 2.68949  0.001
C: -4.76074 -0.05969 2.28859  0.005
C: -5.10261 0.92375 1.37109  0.004
C: -4.12945 1.75247 0.83960  0.008
H: -3.05810 4.14328 2.15708  0.000
H: -3.29078 6.57773 1.82819  0.000
H: -2.37742 7.64529 -0.20519  0.000
H: -1.21480 6.27674 -1.90573  0.000
H: -0.94669 3.84057 -1.55146  0.002
H: -1.44129 0.52942 2.50422  0.005
H: -3.17107 -0.96641 3.41360  0.000
H: -5.52523 -0.70773 2.69603  0.000
H: -6.13309 1.04182 1.06334  0.000
H: -4.39457 2.50449 0.10726  0.000

Summary:
spin multiplicity	5
lowest unoccupied orbital energy (alpha / beta)	-0.696 / -2.742	eV
HOMO (alpha / beta)	-0.3511 / -0.3562	Ha
maximum force	0.02906	hartree/bohr



[4]
Molecular formula: C50H39Cl3MnN6OP2S
Method: DFT, the ωB97M-V functional and the def2-TZVPD basis

Last column: Löwdin spin population.
Positions of all 103 atoms, in Å:
Mn: 0.24178 2.35046 0.56453  3.826
C: -2.34382 4.12706 0.28773  0.005
P: -2.00832 2.30236 0.10453  -0.026
C: -2.66412 2.10416 -1.58087  -0.005
C: -4.02832 2.26066 -1.81717  -0.002
C: -4.51672 2.15806 -3.10547  -0.001
C: -3.65232 1.90776 -4.16187  0.000
C: -2.29242 1.77276 -3.93127  0.000
C: -1.79812 1.87736 -2.64277  0.000
C: -3.15142 1.37946 1.16513  -0.003
C: -3.24462 1.72266 2.51273  -0.004
C: -4.00912 0.95376 3.36883  0.000
C: -4.66402 -0.17174 2.89223  -0.005
C: -4.55322 -0.53014 1.55843  0.000
C: -3.79702 0.23756 0.69353  -0.003
C: -1.20542 4.69146 -0.49637  0.007
C: -1.08422 5.72376 -1.41087  0.016
C: 0.24518 5.70556 -1.87497  0.014
C: 0.88228 4.65556 -1.23987  0.009
C: 2.29998 4.17696 -1.27277  0.000
P: 2.32388 2.59976 -0.32687  -0.006
C: 1.96418 1.21026 -1.43577  0.003
C: 1.55518 1.23186 -2.71697  0.015
C: 1.05798 0.04306 -3.37257  -0.001
C: 0.85108 -1.09624 -2.70247  0.009
C: 1.10288 -1.20504 -1.24007  0.001
C: 1.84798 -0.02964 -0.58387  0.001
C: 4.06628 2.27376 0.05873  0.000
C: 4.49298 2.26606 1.38073  0.000
C: 5.82718 2.03726 1.66653  0.000
C: 6.72778 1.81696 0.63733  0.000
C: 6.29608 1.80376 -0.68097  0.000
C: 4.96528 2.02636 -0.97647  -0.001
N: -0.00922 4.03136 -0.40467  -0.018
H: -2.27772 4.40886 1.34483  0.000
H: -3.31842 4.42386 -0.10797  0.000
H: -4.69822 2.45786 -0.99167  0.000
H: -5.57462 2.27546 -3.28997  0.000
H: -4.04092 1.82596 -5.16577  0.000
H: -1.62162 1.58786 -4.75767  0.000
H: -0.73452 1.79336 -2.45107  0.001
H: -2.71942 2.59296 2.88523  0.000
H: -4.09062 1.22756 4.40893  0.000
H: -5.26302 -0.76794 3.56143  0.000
H: -5.05572 -1.41194 1.19203  0.000
H: -3.71912 -0.03464 -0.35097  0.000
H: -1.84692 6.41576 -1.70577  0.001
H: 0.68238 6.38066 -2.58337  0.001
H: 2.95088 4.86736 -0.71927  0.000
H: 2.70418 4.07426 -2.28287  -0.001
H: 1.59728 2.15636 -3.27867  0.001
H: 0.83338 0.11016 -4.42577  0.000
H: 0.45638 -1.97394 -3.18957  0.000
H: 1.53068 -2.17404 -0.98887  0.000
H: 2.79298 -0.26324 -0.07447  0.000
H: 3.77008 2.43356 2.16943  0.000
H: 6.16288 2.03086 2.69113  0.000
H: 7.76908 1.64936 0.86263  0.000
H: 7.00328 1.61676 -1.47447  0.000
H: 4.61978 1.99586 -2.00067  0.000
Cl: -1.25662 -5.72904 -5.73897  0.000
C: -1.00412 -5.28544 -4.09817  0.000
C: 0.25448 -4.88544 -3.67417  0.000
C: 0.43878 -4.52064 -2.35257  0.000
C: -0.60162 -4.54024 -1.42937  0.000
C: -0.36622 -4.15734 0.01763  0.000
C: -1.26132 -2.95694 0.45833  0.000
N: -0.52742 -1.75494 0.70993  -0.001
C: 0.15798 -1.45744 1.85683  0.001
C: 0.91228 -0.36054 1.70933  0.004
N: 0.72978 0.18356 0.38813  -0.004
C: -0.10412 -0.83914 -0.31027  0.004
O: -0.62922 -5.25464 0.87203  0.000
C: 0.49568 -5.82484 1.51873  0.000
C: 1.20768 -4.85754 2.42333  0.000
C: 0.76468 -4.50884 3.66963  0.000
Cl: -0.62722 -5.11004 4.46093  0.000
S: 1.79448 -3.34224 4.43853  0.000
C: 2.81728 -3.31264 3.05723  0.000
C: 2.39538 -4.15724 2.08303  0.000
C: -1.85082 -4.97214 -1.87647  0.000
Cl: -3.18412 -5.08624 -0.79227  0.000
C: -2.05702 -5.33634 -3.19777  0.000
H: 1.08238 -4.87844 -4.36487  0.000
H: 1.42888 -4.23224 -2.02887  0.000
H: 0.68108 -3.84954 0.13353  0.000
H: -1.77332 -3.26074 1.37423  0.000
H: -2.01352 -2.74884 -0.30267  0.000
H: 0.02708 -2.05214 2.73863  0.000
H: 1.57948 0.11026 2.40783  0.000
H: -0.96072 -0.42974 -0.86137  0.000
H: 1.20718 -6.22724 0.78483  0.000
H: 0.07708 -6.64974 2.10083  0.000
H: 3.68288 -2.68174 3.06133  0.000
H: 2.91688 -4.31184 1.15433  0.000
H: -3.03212 -5.67284 -3.50647  0.000
N: 0.15948 2.67456 2.48453  0.058
C: 0.16588 2.57296 3.65203  0.043
C: 0.16158 2.43586 4.99943  0.028
C: 1.05398 1.54056 5.60073  0.005
N: 1.79468 0.79546 6.06333  0.013
C: -0.78242 3.13366 5.76263  0.004
N: -1.59322 3.68396 6.35973  0.012

Summary:
spin multiplicity	5
lowest unoccupied orbital energy (alpha / beta)	-4.655 / -3.809	eV
net charge	+1
energy relative to the best compared isomer or geometry (same formula, charge and spin)	393.8	kJ/mol
HOMO (alpha / beta)	-0.3837 / -0.3838	Ha
maximum force	0.05334	hartree/bohr



E_tot (computed, eV): -44038.217 -43580.018 -38865.525 -161763.269